Here is a molecular structure, C23H27AuF3N6P from the OMol25 dataset. Energies are from wB97M-V/def2-TZVPD.

XYZ file:
```
61
Properties=species:S:1:pos:R:3
Au 0.55547 -0.99580 -0.11505
N 2.68084 -1.53067 -2.48062
C 3.35996 -1.49425 -1.32403
N 4.67313 -1.61144 -1.37466
C 5.29906 -1.54150 -0.19707
N 6.61991 -1.65188 -0.18652
N 4.68978 -1.37668 1.00938
C 3.39290 -1.27741 0.96447
N 2.65440 -1.30649 -0.17316
C 2.67310 -1.13219 2.26899
C 3.38466 -1.01502 3.44998
C 2.67437 -0.91738 4.63685
C 1.29131 -0.94685 4.59880
C 0.66131 -1.06548 3.36990
N 1.33698 -1.15306 2.22513
H 3.19616 -1.76877 -3.31288
H 1.68037 -1.63173 -2.48405
H 7.11534 -1.80857 -1.04817
H 7.11660 -1.63631 0.68759
H 4.46404 -1.01144 3.42802
H 3.19718 -0.82853 5.57964
H 0.70499 -0.88638 5.50490
H -0.41884 -1.10656 3.29812
C 3.34885 2.06205 -1.11213
C 2.28051 2.31376 -0.04976
P 0.69449 1.49812 -0.36053
C 0.12287 1.94909 -2.01763
C -0.08139 3.45085 -2.23340
C -0.50988 2.08679 0.87454
C -0.28277 3.50173 1.41417
H 4.23095 2.66110 -0.89175
H 3.00658 2.34339 -2.10782
H 3.65787 1.01877 -1.14290
H 2.04953 3.38040 0.02317
H 2.61822 2.00190 0.94228
H -0.80150 1.38954 -2.17812
H 0.85264 1.54486 -2.72300
H -0.84435 3.85423 -1.56836
H -0.40805 3.63220 -3.25642
H 0.84012 4.01352 -2.08086
H -0.50482 1.36397 1.69327
H -1.48587 1.99522 0.39024
H 0.65320 3.57542 1.96651
H -1.08719 3.75845 2.10222
H -0.27169 4.25076 0.62367
F -8.54138 -3.09572 -0.54392
C -8.12928 -2.17400 -1.41914
F -8.87712 -1.08154 -1.27623
F -8.30082 -2.65429 -2.65366
C -6.65317 -1.88229 -1.18555
C -6.22599 -0.58707 -0.87356
C -4.89309 -0.35636 -0.66196
C -3.96002 -1.43130 -0.76336
C -4.42503 -2.74355 -1.08629
C -5.75767 -2.95660 -1.29331
C -2.61434 -1.21675 -0.55494
C -1.38458 -1.12563 -0.40344
H -6.94794 0.21377 -0.80169
H -4.53180 0.63253 -0.41652
H -3.70941 -3.55027 -1.16164
H -6.12967 -3.94267 -1.53774
```

**2S+1**: 3
**⟨S²⟩**: 2.0383
**Gap between HOMO and LUMO (alpha / beta)**: 0.2882 / 0.2171 Ha
**Total charge**: +2
**Energy**: -54349.0709 eV

Atom charges from the natural (NBO) analysis, given in e for atoms 1 to 4: 0.896, -0.766, 0.623, -0.552